This record from the Open Molecules 2025 dataset describes C10H19NO3 in the gas phase. The level of theory is ωB97M-V with the def2-TZVPD basis set.

Its LUMO energy is 0.482 eV. The HOMO-LUMO gap comes out at 0.3740 Ha. As for the HOMO energy: -9.695 eV.

Last column: natural (NBO) charge in e.
Geometry (Å):
C 4.243 -0.676 0.326  -0.623
C 3.056 0.217 -0.341  -0.211
C 2.808 1.449 0.653  -0.632
C 1.746 -0.636 -0.712  -0.420
C 0.411 -0.216 0.068  -0.455
C -0.798 -1.083 -0.578  0.107
C -2.173 -0.998 0.249  -0.443
C -2.331 0.302 1.178  -0.516
C -3.928 0.530 1.362  0.692
N -4.880 0.513 0.243  -0.895
O -4.404 0.690 2.516  -0.549
O -1.003 -0.832 -1.997  -0.555
C -1.083 0.550 -2.296  0.649
O -1.968 1.329 -1.852  -0.568
H 4.158 -0.695 1.474  0.207
H 5.216 -0.095 0.107  0.213
H 4.264 -1.731 -0.118  0.214
H 3.504 0.619 -1.321  0.201
H 2.534 1.120 1.709  0.213
H 3.814 2.012 0.738  0.218
H 2.057 2.193 0.198  0.212
H 1.965 -1.730 -0.406  0.206
H 1.583 -0.686 -1.855  0.218
H 0.487 -0.577 1.161  0.227
H 0.195 0.902 0.092  0.223
H -0.443 -2.179 -0.500  0.205
H -2.215 -1.932 0.927  0.216
H -3.027 -1.131 -0.502  0.233
H -1.852 1.249 0.748  0.244
H -1.896 0.060 2.218  0.241
H -5.311 -0.409 0.101  0.392
H -4.484 0.899 -0.624  0.388
H -0.243 0.972 -2.966  0.148

Atomic forces in eV per Å
C -0.15 0.94 -0.23
C 0.67 -0.07 0.34
C 0.75 0.42 -0.88
C 0.29 -0.54 0.48
C -0.28 -1.22 -0.45
C 0.14 -0.63 2.06
C 0.49 -0.40 -0.01
C -1.25 -0.54 -0.25
C -1.15 0.43 3.03
N 1.58 0.15 0.51
O 1.79 -0.80 -3.72
O 0.52 2.56 -0.04
C -2.19 1.83 1.39
O 3.35 -3.26 -1.58
H -0.10 -0.23 -1.75
H -1.33 -1.23 0.29
H 0.16 1.53 0.71
H -0.77 -0.43 1.44
H 0.07 0.39 -1.48
H -1.59 -0.83 -0.07
H 1.02 -1.14 0.96
H -0.44 1.63 -0.50
H 0.16 0.35 1.84
H -0.10 0.66 -1.62
H 0.32 -1.49 -0.24
H -0.59 1.74 -0.57
H 0.07 1.51 -0.95
H 1.24 0.45 1.09
H -0.78 -1.45 0.49
H -0.83 0.70 -1.65
H 0.22 0.71 0.17
H -0.04 -0.67 0.44
H -1.25 -1.06 0.73

---

This record from the Open Molecules 2025 dataset describes a molecular structure, C25H27FN3PdS. The level of theory is ωB97M-V with the def2-TZVPD basis set.

The total charge is +3. Its LUMO energy (spin up / spin down) is -8.922 / -12.358 eV. Its spin multiplicity is 5. The HOMO-LUMO gap (spin up / spin down) comes out at 0.3041 / 0.2084 Ha. As for the HOMO energy (spin up / spin down): -17.197 / -18.030 eV.

Last column: Mulliken spin population.
Geometry (Å):
Pd -0.456 -0.021 0.033  1.177
C 0.820 -4.347 0.999  0.005
C 0.880 -3.006 1.729  -0.009
C 1.101 -3.247 3.230  0.010
C -0.363 -2.148 1.523  0.078
C -1.415 -2.522 0.666  0.118
C -2.581 -1.768 0.554  0.000
C -2.773 -0.612 1.323  0.166
C -4.082 0.121 1.309  0.004
C -1.722 -0.223 2.182  -0.016
C -0.547 -0.966 2.279  -0.006
H 1.759 -4.876 1.149  -0.001
H 0.670 -4.252 -0.078  -0.001
H 0.022 -4.978 1.394  -0.001
H 1.738 -2.437 1.349  0.003
H 0.232 -3.732 3.677  -0.001
H 1.308 -2.331 3.782  0.000
H 1.956 -3.907 3.368  0.000
H -1.327 -3.432 0.089  0.005
H -3.370 -2.103 -0.109  -0.005
H -4.367 0.420 0.298  0.005
H -4.059 0.997 1.954  -0.001
H -4.871 -0.538 1.675  0.008
H -1.843 0.647 2.817  -0.002
H 0.220 -0.644 2.971  -0.006
C 4.633 1.473 -1.535  0.000
N 3.531 2.354 -1.081  0.086
C 3.540 3.684 -1.171  0.150
C 2.330 4.143 -0.662  0.206
N 1.612 3.075 -0.267  0.053
C 2.334 1.917 -0.542  -0.073
S 2.007 0.322 -0.286  0.659
C 0.281 3.242 0.324  0.004
C 0.101 4.356 1.120  0.016
C -1.191 4.648 1.538  -0.005
C -2.222 3.818 1.132  0.008
C -1.911 2.691 0.392  0.003
N -0.667 2.372 0.003  0.057
H 5.533 2.079 -1.578  0.002
H 4.383 1.080 -2.517  0.001
H 4.762 0.673 -0.812  0.002
H 4.366 4.242 -1.585  0.005
H 1.968 5.155 -0.586  0.012
H 0.932 4.980 1.419  0.002
H -1.382 5.512 2.160  0.000
H -3.251 4.023 1.391  0.001
H -2.690 2.006 0.091  0.000
F -0.657 -2.705 -5.517  0.076
C -0.591 -2.123 -4.367  0.263
C 0.282 -2.669 -3.386  0.134
C 0.329 -2.053 -2.174  0.012
C -0.461 -0.892 -1.887  0.669
C -1.321 -0.387 -2.920  -0.016
C -1.393 -0.975 -4.145  0.115
H 0.862 -3.548 -3.640  0.003
H 0.980 -2.452 -1.405  0.010
H -1.931 0.484 -2.717  0.014
H -2.027 -0.621 -4.948  0.002

Atomic forces in eV per Å
Pd 0.07 -0.30 0.08
C 0.05 0.04 -0.04
C -0.21 0.00 0.03
C 0.08 -0.01 0.00
C 0.10 -0.03 -0.04
C 0.03 -0.05 0.00
C 0.00 -0.03 -0.02
C -0.02 0.11 0.06
C 0.10 -0.02 -0.03
C 0.02 0.15 0.06
C 0.09 0.04 0.06
H -0.02 -0.02 0.00
H 0.03 0.01 -0.01
H -0.01 0.02 0.02
H 0.02 0.01 0.01
H -0.01 0.00 -0.02
H -0.01 -0.01 0.01
H 0.00 0.01 0.01
H -0.01 0.00 -0.01
H -0.01 0.00 0.02
H -0.04 -0.03 0.01
H -0.01 0.01 -0.01
H -0.01 -0.01 0.00
H -0.04 0.01 -0.01
H -0.01 -0.04 0.04
C -0.22 0.19 0.14
N 0.08 -0.25 0.00
C -0.22 0.13 0.11
C 0.30 0.05 -0.10
N -0.50 -0.33 -0.09
C 0.21 0.53 0.12
S -0.21 -0.15 0.12
C 0.68 -0.10 -0.07
C -0.19 0.03 0.05
C 0.02 -0.02 -0.01
C 0.02 0.02 0.00
C -0.03 -0.08 -0.04
N -0.09 -0.01 -0.13
H 0.03 -0.03 -0.05
H 0.05 -0.05 -0.01
H 0.03 -0.03 -0.02
H -0.01 0.01 0.00
H 0.00 -0.01 -0.03
H 0.00 0.00 -0.01
H 0.01 0.01 -0.01
H 0.01 0.01 0.02
H -0.01 -0.02 -0.01
F 0.01 -0.01 -0.02
C 0.03 0.01 0.06
C -0.13 0.06 -0.16
C -0.01 0.14 0.16
C -0.15 0.16 -0.42
C 0.02 0.04 0.22
C 0.08 -0.13 -0.04
H 0.01 0.00 0.03
H 0.02 -0.02 -0.02
H 0.00 0.01 -0.04
H -0.01 0.02 0.02

---

This record from the Open Molecules 2025 dataset describes 2 unconnected molecules or ions with the total composition FH2PS. The level of theory is ωB97M-V with the def2-TZVPD basis set.

Its LUMO energy (spin up / spin down) is -1.477 / -2.467 eV. The HOMO-LUMO gap (spin up / spin down) comes out at 0.3097 / 0.2469 Ha. As for the HOMO energy (spin up / spin down): -9.904 / -9.184 eV.

Last column: natural (NBO) charge in e.
Geometry (Å):
F 1.958 -1.315 -0.256  -0.462
P -1.737 0.806 0.083  0.125
S 1.958 0.165 0.381  0.459
H -0.270 0.889 0.213  -0.079
H -1.909 -0.545 -0.421  -0.043

Atomic forces in eV per Å
F -0.04 0.30 0.12
P 0.26 -0.03 0.02
S 0.25 -0.34 -0.08
H -1.09 -0.51 -0.30
H 0.62 0.58 0.25

---

This record from the Open Molecules 2025 dataset describes 13 unconnected molecules or ions with the total composition C23H72N12O13. The level of theory is ωB97M-V with the def2-TZVPD basis set.

Its LUMO energy is -0.406 eV. The HOMO-LUMO gap comes out at 0.3004 Ha. As for the HOMO energy: -8.579 eV.

Last column: Löwdin charge in e.
Geometry (Å):
C 3.524 -1.415 1.484  -0.099
O 2.383 -2.245 1.734  -0.190
H 4.328 -2.007 1.054  0.095
H 3.896 -0.923 2.425  0.110
H 3.246 -0.646 0.780  0.047
H 2.684 -2.838 2.436  0.111
C 4.409 4.107 0.439  -0.163
O 3.433 3.290 -0.054  -0.150
H 4.087 4.507 1.419  0.095
H 4.564 4.930 -0.287  0.099
H 5.257 3.517 0.605  0.063
H 3.685 2.737 -0.794  0.063
C 2.856 1.065 -2.723  -0.667
O 1.767 1.830 -2.893  -0.035
N 3.328 0.738 -1.538  0.127
N 3.679 0.732 -3.667  0.161
H 2.546 0.900 -0.865  0.046
H 4.184 0.290 -1.328  0.111
H 3.238 0.890 -4.580  0.134
H 4.201 -0.166 -3.618  0.135
C -3.549 2.016 -3.219  -0.645
O -3.225 3.117 -2.450  -0.125
N -2.870 0.902 -3.163  0.196
N -4.543 1.958 -4.025  0.157
H -2.108 0.852 -2.518  0.050
H -2.975 0.019 -3.680  0.093
H -4.851 2.908 -4.282  0.132
H -4.922 1.252 -4.637  0.121
C -2.054 -3.021 -1.628  -0.544
O -2.886 -2.446 -2.595  -0.109
N -2.482 -3.830 -0.673  0.143
N -0.749 -2.826 -1.575  0.145
H -3.557 -4.095 -0.724  0.193
H -1.884 -4.461 -0.201  0.090
H -0.307 -2.185 -2.272  0.115
H -0.060 -3.395 -1.072  0.065
C 3.632 2.344 3.424  -0.583
O 4.953 2.725 3.197  -0.135
N 2.764 2.276 2.462  0.156
N 3.116 2.167 4.629  0.192
H 3.147 2.586 1.570  0.063
H 1.804 2.395 2.702  0.090
H 3.704 2.301 5.410  0.108
H 2.189 1.772 4.775  0.062
C 0.308 0.257 -0.395  -0.527
O -0.617 0.559 -1.392  -0.087
N 1.179 1.177 0.008  0.165
N 0.457 -0.912 0.182  0.154
H 0.904 2.040 -0.479  0.088
H 1.583 1.239 0.930  0.081
H -0.121 -1.613 -0.378  0.092
H 0.875 -1.155 1.100  0.085
C 2.314 -3.305 -1.489  -0.661
O 2.742 -4.093 -2.536  -0.107
N 1.641 -3.773 -0.461  0.118
N 2.334 -2.033 -1.553  0.171
H 1.641 -4.815 -0.319  0.164
H 1.932 -3.148 0.309  0.067
H 2.950 -1.702 -2.297  0.107
H 1.920 -1.395 -0.821  0.082
C 0.713 0.195 3.394  -0.033
C 0.734 -0.030 4.880  -0.675
C 1.691 -1.165 5.136  -0.013
O 0.931 0.919 5.611  0.051
H 0.318 1.173 3.264  0.074
H -0.041 -0.379 2.919  0.053
H 1.710 -0.089 2.969  0.078
H -0.258 -0.366 5.123  0.133
H 2.704 -0.764 5.199  0.092
H 1.676 -1.984 4.393  0.072
H 1.345 -1.582 6.059  0.079
H 0.770 0.639 6.496  0.143
C -0.864 -2.997 2.473  -0.030
C -2.096 -2.232 2.925  -0.619
C -3.302 -3.116 2.711  -0.033
O -2.107 -1.781 4.100  0.052
H 0.074 -2.653 2.859  0.037
H -0.840 -3.036 1.398  0.043
H -0.838 -4.068 2.778  0.103
H -2.154 -1.352 2.300  0.123
H -3.373 -3.528 1.707  0.057
H -4.194 -2.519 2.830  0.085
H -3.413 -3.932 3.365  0.079
H -2.990 -1.467 4.140  0.108
C -5.679 0.444 -0.603  -0.015
C -4.536 -0.465 -0.301  -0.688
C -3.330 0.385 0.221  -0.030
O -4.677 -1.351 0.494  0.026
H -6.260 0.666 0.240  0.062
H -6.323 -0.220 -1.200  0.087
H -5.428 1.298 -1.254  0.086
H -4.250 -0.935 -1.247  0.116
H -2.454 -0.229 0.144  0.045
H -3.456 0.933 1.167  0.100
H -3.154 1.098 -0.533  0.023
H -3.890 -1.947 0.460  0.095
C -1.179 3.151 0.880  -0.026
C -0.153 4.208 0.405  -0.684
C -0.148 4.146 -1.080  -0.049
O -0.362 5.366 0.776  0.044
H -2.140 3.656 0.929  0.087
H -0.993 2.840 1.931  0.070
H -1.345 2.291 0.233  0.041
H 0.855 3.935 0.662  0.111
H -1.141 4.197 -1.544  0.082
H 0.233 3.245 -1.543  0.050
H 0.363 5.037 -1.473  0.103
H -0.919 5.750 0.047  0.148
C -1.331 -1.524 -5.078  -0.028
C -0.131 -0.638 -4.641  -0.617
C 1.148 -1.550 -4.458  -0.010
O 0.214 0.283 -5.380  0.042
H -1.351 -2.481 -4.578  0.054
H -1.354 -1.686 -6.149  0.081
H -2.323 -1.197 -4.776  0.033
H -0.296 -0.137 -3.681  0.105
H 0.920 -2.469 -3.856  0.070
H 1.801 -1.028 -3.786  0.018
H 1.659 -1.863 -5.292  0.059
H -0.410 0.952 -5.059  0.135

Atomic forces in eV per Å
C 0.74 0.46 0.93
O 0.69 0.12 0.65
H 0.14 -0.02 -0.08
H -0.42 -0.41 -0.84
H -0.16 0.22 -0.10
H -0.45 -0.11 -0.06
C 0.24 2.25 -0.15
O -2.74 -1.35 -0.18
H 0.15 -0.09 -0.58
H 0.35 -0.15 0.61
H 1.82 -0.33 0.38
H 0.37 0.05 -0.27
C -4.63 4.52 0.07
O 4.68 -3.64 0.78
N -2.04 0.55 2.86
N 1.35 -1.61 -4.90
H 1.27 -0.35 0.28
H 0.62 -0.34 -0.13
H 0.58 -0.15 0.23
H -0.58 1.22 0.03
C 3.51 3.89 4.81
O -1.69 -4.88 -3.76
N 2.27 -2.30 0.63
N -4.57 3.54 -3.15
H 0.38 0.09 0.53
H -0.58 1.09 0.30
H -0.19 -0.89 0.33
H 0.81 -0.42 0.47
C -3.98 2.88 -5.63
O 4.17 -2.91 5.47
N -5.59 -1.16 0.41
N 2.31 1.83 -1.72
H 3.31 0.67 0.03
H 0.51 -0.45 0.36
H -0.92 -0.88 0.55
H -0.56 -0.12 -0.12
C 7.49 2.80 0.59
O -6.28 -2.33 1.17
N -0.43 -0.36 -2.78
N -0.16 -0.41 0.65
H -0.70 0.05 -0.24
H -0.40 0.28 -0.23
H 0.53 0.04 0.65
H 0.61 0.49 0.19
C -4.53 2.42 -4.01
O 5.19 -2.25 5.14
N -0.71 2.58 -0.84
N -1.79 -3.28 -0.51
H 0.72 0.11 0.66
H -0.18 -0.19 0.18
H 0.61 0.69 1.70
H -0.48 0.58 -1.00
C 1.90 -6.64 -7.73
O -1.63 3.62 5.14
N -0.62 -2.42 3.03
N 1.54 4.48 -0.37
H 0.39 1.73 -0.20
H -0.85 -1.28 0.60
H -0.70 0.20 0.54
H 0.68 -1.03 -1.33
C 1.01 0.25 0.03
C -3.09 -10.27 -6.93
C 0.25 -1.03 -0.21
O 2.54 10.18 6.21
H 0.32 1.32 -0.75
H -0.61 -1.03 -0.17
H -0.90 1.01 0.00
H -0.94 -1.16 -0.38
H 0.10 -0.09 0.16
H -0.17 0.50 0.26
H 0.49 -0.62 0.92
H -0.01 0.38 1.28
C 0.24 -1.57 0.73
C 0.54 -3.23 -7.44
C -0.85 0.58 -1.69
O 1.25 1.99 7.95
H 0.51 0.80 0.08
H 0.09 0.27 -0.48
H -0.51 0.48 0.11
H -0.20 0.14 -1.49
H 0.14 0.03 -0.15
H -0.51 0.33 0.01
H 0.46 -1.01 1.18
H -1.23 0.98 1.36
C -0.94 -1.46 -1.95
C 4.67 9.98 -7.39
C -0.59 0.35 -1.24
O -2.62 -11.58 9.41
H -0.62 0.89 1.44
H -0.41 0.44 -0.10
H 0.09 -0.29 0.66
H 0.42 0.85 -0.85
H 0.68 -0.50 0.64
H -0.18 -0.62 -0.08
H 0.43 1.43 -0.77
H -1.10 0.62 0.30
C -0.17 0.19 1.37
C 1.41 -9.55 -3.27
C -0.32 0.38 -2.27
O -3.06 9.85 2.07
H -0.26 0.16 -0.13
H 0.02 -0.08 -0.46
H 0.38 0.03 -0.02
H 0.81 -0.57 0.78
H -0.39 0.01 0.50
H 0.47 -0.12 -0.15
H 0.44 -0.40 0.00
H 0.51 0.31 1.52
C -0.23 0.02 0.30
C -0.62 -9.01 6.10
C -2.50 -0.38 3.51
O 1.08 8.43 -6.51
H 0.49 -0.41 0.03
H 0.24 0.04 -0.31
H -0.01 0.63 -0.24
H -0.50 -1.26 0.99
H 0.03 0.45 -0.75
H 0.47 0.56 -0.15
H 0.90 -0.46 -2.36
H 0.71 1.20 -1.28